16
Properties=species:S:1:pos:R:3:forces:R:3:mulliken_charge:R:1 method="wB97M-V/def2-TZVPD" de_lowest_kcal_mol=114.2 lumo_energy_ev=0.0 orbital_gap_ev=7.728 total_energy_ev=-9326.757
C -0.419510 -0.596589 1.304892 0.0 0.7 0.2 -0.527
C 0.940228 1.614827 1.240131 1.3 -0.5 0.5 -0.891
N 0.316712 0.466550 0.631947 -1.6 -1.6 -0.5 0.055
C 0.190945 -1.218157 0.104113 1.4 2.0 0.8 -0.183
C -0.557830 -1.351189 -2.315053 -0.1 0.0 0.4 -1.008
C -0.598013 0.721239 -0.860861 -1.7 -0.2 -1.2 0.105
C -0.427851 -0.761033 -1.131935 0.3 0.8 -0.8 0.587
N -1.113856 1.715715 -1.263167 0.8 -0.5 0.5 -0.684
H 0.003168 -0.883326 2.263734 0.0 -0.1 0.0 0.350
H -1.500416 -0.461791 1.340810 0.0 -0.1 -0.1 0.248
H 1.085609 -1.824164 0.150012 -0.2 -0.2 0.1 0.343
H 0.993776 2.411032 0.496598 -0.1 -0.2 -0.2 0.342
H 1.946995 1.333833 1.556690 0.1 0.4 0.2 0.316
H 0.390753 2.006638 2.099729 -0.2 -0.3 -0.1 0.311
H -0.258455 -2.376838 -2.480931 -0.1 -0.1 0.0 0.308
H -0.992256 -0.796746 -3.136708 0.1 0.0 0.0 0.328